Arrangement i

This record from the Open Molecules 2025 dataset describes an isolated molecule of C5H8O. The level of theory is ωB97M-V with the def2-TZVPD basis set.

Properties
HOMO level: -9.31 eV
Orbital gap: 10.3 eV

Structure (XYZ):
```
14
Properties=species:S:1:pos:R:3:nbo_charge:R:1
C -2.45580 0.08474 0.43151 -0.2572
O -1.87164 -1.11790 0.00029 -0.5206
C -0.64980 -0.90536 -0.64562 -0.1235
C 0.43008 -0.35300 0.18933 -0.0941
C 1.49951 0.14087 0.45800 0.0039
C 2.83975 0.66367 0.23462 -0.6942
H -2.67637 0.75324 -0.41586 0.1608
H -3.38997 -0.18204 0.92625 0.1950
H -1.80690 0.62185 1.13868 0.1776
H -0.30392 -1.87821 -1.00786 0.2161
H -0.78127 -0.25122 -1.52748 0.1787
H 3.18936 1.62343 0.59843 0.2370
H 3.64353 -0.09147 0.35471 0.2404
H 2.33344 0.89141 -0.73499 0.2802
```


Arrangement ii

This record from the Open Molecules 2025 dataset describes a structure of composition C5H8O. The level of theory is ωB97M-V with the def2-TZVPD basis set.

Properties
HOMO level: -9.27 eV
Orbital gap: 10.4 eV

Structure (XYZ):
```
14
Properties=species:S:1:pos:R:3:nbo_charge:R:1
C 1.58575 -0.27325 0.48996 -0.6259
C 0.65621 0.59692 -0.32386 -0.2471
C -0.62652 0.08745 -0.94802 -0.2907
C -1.30694 -0.86231 0.02171 -0.0630
O -1.22669 0.10359 1.09413 -0.5228
C -0.66916 1.05878 0.19616 0.0959
H 1.08941 -0.59998 1.40905 0.2266
H 2.48811 0.27684 0.77310 0.2165
H 1.89790 -1.16349 -0.07036 0.2080
H 1.13707 1.33849 -0.96082 0.2205
H -0.87773 0.21890 -1.99459 0.2223
H -0.78584 -1.79963 0.26114 0.1748
H -2.35326 -1.06946 -0.22566 0.1847
H -1.00832 2.08715 0.27806 0.2003
```


Arrangement iii

This record from the Open Molecules 2025 dataset describes an isolated molecule of C5H8O. The level of theory is ωB97M-V with the def2-TZVPD basis set.

Properties
HOMO level (alpha / beta): -7.20 / -7.21 eV
Orbital gap (alpha / beta): 7.6 / 7.6 eV

Structure (XYZ):
```
14
Properties=species:S:1:pos:R:3:nbo_charge:R:1
C -0.41896 -1.55594 0.89432 -0.4875
C 0.09561 -0.25379 0.85150 -0.2919
C 1.14531 0.18165 -0.58946 -0.5250
C 0.38206 1.04546 -1.39575 -0.1616
O -1.47763 0.69380 -0.61274 -0.5332
C -1.15686 0.47199 0.56352 0.3358
H -1.00413 -1.94168 0.06707 0.2007
H -0.17773 -2.23546 1.70713 0.2008
H 0.60773 0.05806 1.76502 0.2297
H 1.37417 -0.78816 -1.02604 0.2261
H 1.99035 0.61805 -0.05924 0.2339
H 0.04482 0.76995 -2.38709 0.2086
H 0.36299 2.11025 -1.17834 0.1943
H -1.76773 0.82583 1.40009 0.1693
```


Last place for stability: arrangement iii


Arrangement i

This record from the Open Molecules 2025 dataset describes an isolated molecule of C5H8O. The level of theory is ωB97M-V with the def2-TZVPD basis set.

Properties
HOMO level: -9.56 eV
Orbital gap: 10.6 eV

Structure (XYZ):
```
14
Properties=species:S:1:pos:R:3:nbo_charge:R:1
C -1.62985 0.78277 0.33814 -0.7262
C -0.99389 -0.09673 -0.72838 0.5923
C 1.04528 -0.95547 0.54004 -0.3947
C 1.57272 0.33870 0.02341 -0.4089
C 0.47546 -0.36858 -0.73554 -0.3359
O -1.69086 -0.65048 -1.55650 -0.5491
H -1.00100 0.97670 1.21419 0.2114
H -2.55711 0.29831 0.65676 0.2432
H -1.90286 1.74957 -0.10276 0.2444
H 0.39187 -0.90609 1.40627 0.2144
H 1.62973 -1.86709 0.46274 0.2251
H 1.37629 1.24950 0.58751 0.2202
H 2.54088 0.30644 -0.47248 0.2259
H 0.77049 -0.85527 -1.66034 0.2380
```


Arrangement ii

This record from the Open Molecules 2025 dataset describes an isolated molecule of C5H8O. The level of theory is ωB97M-V with the def2-TZVPD basis set.

Properties
HOMO level: -8.47 eV
Orbital gap: 9.4 eV

Structure (XYZ):
```
14
Properties=species:S:1:pos:R:3:nbo_charge:R:1
C -2.15367 0.10174 0.44739 -0.2733
O -1.67154 -0.91466 -0.39263 -0.4555
C -0.54248 -0.77505 -1.03260 0.3642
C 0.12713 0.42805 -1.15078 -0.3295
C 1.05274 -0.03060 -0.32250 -0.2302
C 2.15309 0.56483 0.41549 -0.6401
H -2.17542 1.04169 -0.09859 0.2110
H -3.14398 -0.13244 0.84330 0.2028
H -1.48536 0.23889 1.29607 0.1955
H 0.97170 -1.19877 0.05623 0.1011
H -0.37091 -1.49282 -1.83027 0.2039
H 1.90530 0.59495 1.47920 0.2160
H 3.05667 -0.01317 0.21674 0.2144
H 2.27673 1.58737 0.07294 0.2197
```


Last place for stability: arrangement ii